--- w ---
# C7H13N3O4S

The molecule C7H13N3O4S (wB97M-V/def2-TZVPD, the OMol25 dataset).

Last column: natural (NBO) charge in e.
Element x y z (Å)
1 N -1.60736 1.86345 0.39181  -0.8391
2 C -1.32592 1.30346 1.60055  0.6580
3 O -2.26668 1.27241 2.41001  -0.6528
4 C -0.02662 0.66506 1.97076  -0.5741
5 C -0.00148 -0.97355 1.76270  -0.1480
6 N 0.43375 -1.37311 0.31473  -0.6559
7 C 1.08553 -0.26024 -0.47367  0.7106
8 O 1.90731 0.60511 -0.05782  -0.6375
9 C 0.60937 0.06568 -2.01799  -0.1240
10 N -0.01223 1.41453 -1.75270  -0.9073
11 C 1.91625 -0.22267 -2.92204  -0.5400
12 S 2.26340 -2.01955 -3.15811  -0.0498
13 C -1.24364 -1.93974 2.32152  0.8102
14 O -1.23720 -3.02391 1.81249  -0.5581
15 O -2.11996 -1.26580 3.22337  -0.6966
16 H -1.18255 1.79445 -0.57642  0.4400
17 H -2.80952 1.85014 0.29293  0.3980
18 H 0.75469 1.20841 1.30089  0.2889
19 H 0.37059 0.91008 3.00508  0.2635
20 H 0.66832 -1.50291 2.43012  0.2325
21 H -0.40496 -1.68644 -0.40358  0.4043
22 H -0.42093 -0.48719 -2.19434  0.2123
23 H -0.88760 1.64911 -2.46069  0.3890
24 H 0.59765 2.36996 -1.62410  0.4170
25 H 2.63955 0.34432 -2.43170  0.2275
26 H 1.87734 0.26592 -4.04465  0.2434
27 H 2.29796 -2.55946 -1.68516  0.1706
28 H -1.87504 -0.26751 2.96600  0.5174

Properties
orbital gap	9.71	eV
highest occupied orbital energy	-9.547	eV
structure (SMILES)	NC(=O)C[C@H](NC(=O)[C@@H](N)CS)C(=O)O
E_LUMO	0.159	eV

---

--- x ---
# C7H13N3O4S

A cluster of 2 separate species, C7H13N3O4S in total (wB97M-V/def2-TZVPD, the OMol25 dataset).

Last column: natural (NBO) charge in e.
Element x y z (Å)
1 C -1.06008 0.90907 0.19200  -0.2048
2 C 0.75136 0.50015 -2.85752  -0.3430
3 C 1.95802 0.51276 -2.26263  -0.0958
4 C -1.44072 -2.01196 1.56189  -0.6313
5 C 0.99485 -2.68910 1.08915  -0.6339
6 C -2.31331 3.96193 0.64815  -0.4428
7 C -0.21564 -1.75422 0.65939  -0.3826
8 N -1.02826 2.10604 0.26020  -0.0160
9 N -1.30022 3.24097 -0.07388  -0.1716
10 N 2.64378 -0.77048 -1.90596  0.5327
11 O 3.71024 -0.71058 -1.39937  -0.3146
12 O 1.93488 -1.77845 -2.05341  -0.4354
13 O 1.44014 0.36177 0.25139  -0.9541
14 O 0.23715 0.36541 2.39803  -0.9154
15 S 0.23661 -0.00165 1.03797  2.1037
16 H 0.25313 1.32212 -3.31265  0.2157
17 H 0.33734 -0.47954 -3.01327  0.2152
18 H 2.31896 1.45641 -2.07114  0.2206
19 H -2.07296 -1.13262 1.66439  0.2217
20 H -2.03950 -2.90115 1.35534  0.2272
21 H -1.01265 -2.25562 2.49852  0.2178
22 H 1.59940 -2.56296 0.18167  0.2537
23 H 0.56729 -3.66980 1.13276  0.2165
24 H 1.43722 -2.64246 2.02006  0.2334
25 H -1.94835 4.39272 1.58257  0.2168
26 H -2.54300 4.72310 -0.08179  0.2252
27 H -2.96275 3.18591 0.84397  0.2010
28 H -0.48295 -1.67778 -0.34584  0.2400

Properties
orbital gap	8.99	eV
highest occupied orbital energy	-9.278	eV
E_LUMO	-0.292	eV

---

Quick look at relative energies in eV: w 0.000; x 4.320.

---

--- w ---
# H5NS2

A cluster of 2 separate species, H5NS2 in total (wB97M-V/def2-TZVPD, the OMol25 dataset).

Last column: natural (NBO) charge in e.
Element x y z (Å)
1 S -1.22594 -0.92495 -0.21722  -0.1293
2 S 0.73555 -0.74757 0.41976  -0.1182
3 H -1.78567 -0.34052 0.80271  0.1235
4 H 0.99638 -1.73009 -0.41723  0.1252
5 N 0.76508 2.77675 -0.39638  -1.0542
6 H 1.22890 2.78226 0.50865  0.3451
7 H 0.36502 3.83156 -0.38898  0.3525
8 H 1.68610 2.77990 -0.97111  0.3554

Properties
orbital gap	8.74	eV
highest occupied orbital energy	-8.306	eV
structure (SMILES)	SS.N
E_LUMO	0.438	eV

---

--- x ---
# H5NS2

A cluster of 2 separate species, H5NS2 in total (wB97M-V/def2-TZVPD, the OMol25 dataset).

Last column: natural (NBO) charge in e.
Element x y z (Å)
1 S 4.01324 -0.77651 -1.00606  -0.1361
2 S 2.38090 -0.39926 -2.01492  -0.1385
3 H 3.69632 -0.48076 0.29855  0.1384
4 H 1.35005 -0.73066 -1.22613  0.1362
5 N -2.79357 0.42104 0.88755  -1.0913
6 H -1.97994 1.03356 0.75428  0.3710
7 H -3.62180 0.68600 0.45300  0.3592
8 H -3.04520 0.24659 1.85374  0.3613

Properties
orbital gap	9.03	eV
highest occupied orbital energy	-8.496	eV
structure (SMILES)	SS.N
E_LUMO	0.538	eV

---

Quick look at relative energies in eV: w 0.132; x 0.000.

---

--- w ---
# C2H6O2

A cluster of 2 separate species, C2H6O2 in total (wB97M-V/def2-TZVPD, the OMol25 dataset).

Last column: natural (NBO) charge in e.
Element x y z (Å)
1 C -0.41587 0.36367 -1.22253  -0.1143
2 C -0.43201 0.89172 0.13957  -0.1231
3 O 0.78798 0.46255 -0.46657  -0.5194
4 H -0.47604 1.04401 -2.07044  0.1871
5 H -0.76987 -0.65135 -1.39854  0.1915
6 H -0.50088 1.96436 0.30798  0.1857
7 H -0.77950 0.24390 0.94201  0.2059
8 O 0.62504 -1.75931 1.22003  -0.9601
9 H 0.96590 -1.17510 0.52101  0.4836
10 H 0.99525 -1.38446 2.02747  0.4632

Properties
orbital gap	11.92	eV
highest occupied orbital energy	-10.862	eV
structure (SMILES)	C1CO1.O
E_LUMO	1.061	eV

---

--- x ---
# C2H6O2

A cluster of 2 separate species, C2H6O2 in total (wB97M-V/def2-TZVPD, the OMol25 dataset).

Last column: natural (NBO) charge in e.
Element x y z (Å)
1 C -0.73024 -0.52129 1.18244  -0.7248
2 C -1.00472 0.71119 0.34438  0.4436
3 O -0.11174 1.46108 -0.00529  -0.5531
4 H -1.33356 -0.39041 2.05503  0.2369
5 H 0.34916 -0.55034 1.18429  0.2459
6 H -1.19761 -1.39687 0.80534  0.2384
7 H -2.02275 0.91516 -0.07817  0.1140
8 O 1.57227 -1.22448 -1.22977  -0.9534
9 H 1.32284 -0.32939 -1.01623  0.4784
10 H 1.60748 -1.28036 -2.23071  0.4741

Properties
orbital gap	11.05	eV
highest occupied orbital energy	-10.120	eV
structure (SMILES)	CC=O.O
E_LUMO	0.930	eV

---

Quick look at relative energies in eV: w 0.717; x 0.000.

---

--- w ---
# C3H6N3

The ion C3H6N3 with charge +1 (wB97M-V/def2-TZVPD, the OMol25 dataset).

Last column: natural (NBO) charge in e.
Element x y z (Å)
1 C 3.83650 0.26682 -0.04480  0.1961
2 N 2.36912 0.44418 0.11191  -0.5659
3 C 0.81689 0.44544 0.06419  0.7944
4 N -0.29326 0.17542 0.04601  -0.2970
5 C -1.64554 0.77984 -0.23768  -0.0428
6 N -2.43922 -0.30566 -0.41037  -0.8328
7 H 4.25459 -0.66054 -0.07084  0.2125
8 H 4.31166 1.23747 0.14285  0.2395
9 H -1.92099 1.36973 0.63815  0.2335
10 H -1.37903 1.49464 -1.12327  0.2503
11 H -2.52566 -0.87336 0.40304  0.3930
12 H -2.70208 -0.75790 -1.28255  0.4192

Properties
orbital gap	8.01	eV
highest occupied orbital energy	-14.028	eV
structure (SMILES)	C=NC#[N+]CN
E_LUMO	-6.019	eV
total charge	+1

---

--- x ---
# C3H6N3

A cluster of 2 separate species, C3H6N3 in total (wB97M-V/def2-TZVPD, the OMol25 dataset).

Last column: natural (NBO) charge in e.
Element x y z (Å)
1 C 1.88538 -0.59624 -0.02631  0.2723
2 C 0.59244 1.05433 0.02156  0.5783
3 C -1.62650 -0.12167 0.03943  -0.4346
4 N 1.85859 0.71797 -0.01653  -0.4596
5 N 0.63482 -1.08226 0.00501  -0.3119
6 N -0.19882 -0.00118 0.03941  -0.1991
7 H 2.77156 -1.20098 -0.05225  0.2602
8 H -0.22860 3.71694 -0.14138  0.0783
9 H -2.06212 0.81651 0.37599  0.2660
10 H -1.99331 -0.34155 -0.96629  0.2457
11 H -1.93775 -0.92032 0.71439  0.2428
12 H 0.30429 -2.04155 0.00697  0.4617

Properties
orbital gap (alpha / beta)	8.06 / 11.79	eV
highest occupied orbital energy (alpha / beta)	-14.936 / -16.101	eV
E_LUMO (alpha / beta)	-6.880 / -4.310	eV
total charge	+1

---

--- y ---
# C3H6N3

The ion C3H6N3 with charge +1 (wB97M-V/def2-TZVPD, the OMol25 dataset).

Last column: natural (NBO) charge in e.
Element x y z (Å)
1 C -0.88977 1.48055 1.37045  0.0239
2 C -0.05236 2.51584 -0.52154  0.3827
3 C 0.54446 -1.07511 -0.72155  -0.4870
4 N -0.63743 2.35979 0.48347  -0.2775
5 N -0.51888 0.20767 0.97778  -0.1936
6 N 0.01755 0.13776 -0.20179  -0.2007
7 H -1.49236 1.85419 2.17243  0.2602
8 H 0.50720 2.79524 -1.45417  0.3167
9 H 0.65493 -0.96443 -1.77727  0.2447
10 H 1.62477 -1.31239 -0.42715  0.2441
11 H -0.01672 -1.99874 -0.48092  0.2291
12 H -0.44998 -0.52225 1.82294  0.4573

Properties
orbital gap	8.02	eV
highest occupied orbital energy	-13.334	eV
E_LUMO	-5.315	eV
total charge	+1

---

--- z ---
# C3H6N3

The ion C3H6N3 with charge +1 (wB97M-V/def2-TZVPD, the OMol25 dataset).

Last column: natural (NBO) charge in e.
Element x y z (Å)
1 H 2.16955 -1.49841 0.04783  0.3669
2 N 1.79243 -0.93198 0.76462  -0.0906
3 N 0.79372 -0.34143 0.43415  0.0397
4 C -0.05213 0.45999 1.34055  0.1599
5 N -1.06715 0.94488 0.81547  -0.2169
6 C -1.09123 0.69310 -0.62903  -0.2570
7 C 0.07486 -0.36312 -0.83096  -0.3287
8 H 0.07942 0.70442 2.38420  0.2687
9 H -0.97070 1.60621 -1.03667  0.2447
10 H -2.04199 0.21391 -0.69971  0.2530
11 H -0.38021 -1.45920 -0.92681  0.2843
12 H 0.69343 -0.02835 -1.66366  0.2759

Properties
orbital gap	9.42	eV
highest occupied orbital energy	-16.021	eV
structure (SMILES)	[H]/N=[N+]1/C=NCC1
E_LUMO	-6.602	eV
total charge	+1

---

Quick look at relative energies in eV: w 3.293; x 2.711; y 1.576; z 0.000.